Record 1
C4H5NO2S | ωB97M-V/def2-TZVPD

```
13
Properties=species:S:1:pos:R:3:forces:R:3
O 2.081 -0.161 1.168 2.02 4.36 -0.34
C 0.887 -0.427 0.674 -2.26 0.83 -0.91
C -0.031 -1.432 0.975 3.80 0.93 2.51
C -1.223 -1.134 0.279 -1.58 1.65 -0.99
C -1.002 -0.037 -0.535 -0.27 0.07 1.69
O -1.959 0.708 -1.209 0.54 -0.10 3.75
N 0.311 0.544 -0.248 -2.38 -3.47 1.67
S 1.220 1.295 -1.365 1.52 0.22 -1.81
H 2.320 0.951 0.978 -1.10 -4.93 0.60
H 0.329 -2.016 1.917 -1.54 0.51 -2.09
H -2.276 -1.417 0.525 1.31 -0.26 -0.52
H -1.752 0.540 -2.071 0.33 -0.29 -4.06
H 1.096 2.584 -1.087 -0.38 0.49 0.51
```
Forces are in eV/Å.

Results
Structure (SMILES): Oc1ccc(O)n1S
Total energy in a.u.: -758.7424
Charge: 0
HOMO in eV: -7.66
Multiplicity: 1
Gap between HOMO and LUMO in eV: 7.94

=====

Record 2
C4H5NO2S | ωB97M-V/def2-TZVPD

```
13
Properties=species:S:1:pos:R:3:forces:R:3
C -0.455 0.530 -0.080 -2.17 -0.01 -0.18
C 0.735 -0.183 -0.042 0.97 5.24 -0.13
C 0.282 1.839 -0.323 0.96 -1.32 -1.40
C 1.132 -1.478 0.148 0.11 -5.06 1.66
N 1.480 0.936 0.035 -0.74 -0.06 -0.83
O -3.119 0.724 0.532 1.62 -0.95 -1.46
O -2.107 -1.535 0.240 0.32 -0.50 -0.26
S -2.106 -0.142 -0.132 -0.83 2.30 1.82
H 0.281 2.264 -1.377 0.12 -0.81 1.29
H 0.263 2.614 0.388 -0.71 0.99 0.86
H 0.153 -2.024 0.065 1.25 -0.40 0.35
H 1.647 -1.700 1.157 -0.99 0.56 -1.45
H 1.815 -1.844 -0.609 0.08 0.03 -0.26
```
Forces are in eV/Å.

Results
Total energy in a.u.: -758.6709
Charge: 0
HOMO (spin up / spin down) in eV: -9.65 / -9.44
Multiplicity: 1
Gap between HOMO and LUMO (spin up / spin down) in eV: 7.72 / 7.72

=====

Record 3
C4H5NO2S | ωB97M-V/def2-TZVPD

```
13
Properties=species:S:1:pos:R:3:forces:R:3
O 2.425 0.726 -1.305 -0.88 4.15 2.46
C 1.173 0.397 -0.688 2.01 -0.61 -0.73
C 0.960 -0.980 -0.354 -1.36 1.39 0.83
C -0.295 -1.005 0.204 0.52 0.91 -0.37
O -1.017 -1.930 0.777 -5.01 -2.08 -1.46
N -0.835 0.256 0.236 0.57 0.29 -0.45
S -2.336 0.572 0.899 -0.36 0.58 0.75
C 0.081 1.137 -0.371 -0.80 1.13 -0.57
H 2.695 1.719 -0.907 -1.13 -4.07 -1.75
H 1.696 -1.716 -0.263 0.77 -1.04 -0.29
H -2.100 -1.865 0.295 4.73 -0.23 2.35
H -2.099 0.641 2.290 0.20 -0.17 -1.38
H -0.347 2.047 -0.814 0.74 -0.25 0.59
```
Forces are in eV/Å.

Results
Structure (SMILES): Oc1cc(O)n(S)c1
Total energy in a.u.: -758.7409
Charge: 0
HOMO in eV: -8.10
Multiplicity: 1
Gap between HOMO and LUMO in eV: 8.30

=====

Record 4
C4H5NO2S | ωB97M-V/def2-TZVPD

```
13
Properties=species:S:1:pos:R:3:forces:R:3
C 1.572 -0.097 -0.150 -5.41 -7.17 -1.87
C 0.585 0.151 1.015 -1.48 -2.10 -1.88
C -1.541 -0.840 -0.795 -0.51 -0.44 -0.90
C -1.931 0.532 -0.311 0.01 8.47 -0.43
H 2.238 1.678 0.420 1.56 -4.56 -2.70
H 1.174 0.093 1.901 0.18 -0.84 0.99
H 0.024 1.086 1.122 0.14 -0.03 -0.76
H -1.058 -0.951 -1.924 -0.60 0.87 3.27
H -2.413 -1.592 -0.876 1.09 1.45 0.60
N -1.946 1.773 -0.076 -0.10 -9.56 -1.56
O 2.540 0.672 -0.190 2.50 7.31 1.64
O 1.392 -1.169 -0.892 2.19 5.70 2.81
S -0.637 -1.336 0.756 0.43 0.90 0.80
```
Forces are in eV/Å.

Results
Total energy in a.u.: -758.7004
Charge: 0
HOMO in eV: -8.88
Multiplicity: 1
Gap between HOMO and LUMO in eV: 8.35

=====

Record 5
C4H5NO3 | ωB97M-V/def2-TZVPD

```
13
Properties=species:S:1:pos:R:3:forces:R:3
O -2.770 -0.308 -0.444 -3.10 -1.47 -2.31
C -1.857 0.095 0.156 -0.75 1.48 2.91
C -0.541 0.153 -0.391 -1.71 2.56 -1.56
C 0.170 -0.814 0.357 3.56 -2.24 1.93
C 1.593 -0.270 0.039 6.04 -4.23 -2.71
O 2.727 -0.751 -0.441 -5.57 1.11 2.68
N 1.500 1.040 0.153 0.54 5.08 -3.85
O 0.114 1.375 -0.082 -0.05 0.65 0.30
H -2.005 0.335 1.186 0.20 0.59 1.49
H -0.938 0.054 -1.413 2.07 -0.37 -0.77
H 0.007 -0.739 1.476 0.08 0.40 -1.15
H -0.061 -1.827 0.137 0.39 -0.93 -0.60
H 2.061 1.656 -0.733 -1.71 -2.63 3.65
```
Forces are in eV/Å.

Results
Structure (SMILES): O=C[C@@H]1CC(=O)NO1
Total energy in a.u.: -435.7375
Charge: 0
HOMO in eV: -10.01
Multiplicity: 1
Gap between HOMO and LUMO in eV: 10.15

=====

Record 6
C4H5NO3 | ωB97M-V/def2-TZVPD

```
13
Properties=species:S:1:pos:R:3:forces:R:3
N -0.011 -2.048 -0.462 -0.05 -1.26 -1.53
C 0.354 -0.688 -0.205 -2.42 -1.27 -3.34
O -0.196 0.181 -1.229 -0.63 2.49 3.25
C -0.444 1.412 -0.523 2.47 -3.77 4.56
O -0.869 2.380 -1.219 -4.29 -0.44 -4.65
C -0.098 1.340 0.885 1.62 -3.00 -5.51
C 0.633 0.017 0.879 -1.48 1.57 1.61
O 1.349 -0.352 1.948 -0.16 -3.36 2.11
H 0.570 -2.380 -1.253 -0.42 -0.01 0.79
H -1.040 -2.343 -0.802 2.78 1.88 1.45
H -1.559 1.829 -1.916 2.64 2.75 2.27
H 0.060 2.024 1.664 -0.22 1.16 0.42
H 1.253 -1.370 2.232 0.15 3.28 -1.43
```
Forces are in eV/Å.

Results
Structure (SMILES): Nc1oc(O)cc1O
Total energy in a.u.: -435.7779
Charge: 0
HOMO in eV: -7.78
Multiplicity: 1
Gap between HOMO and LUMO in eV: 8.17

=====

Record 7
C4H5NO3 | ωB97M-V/def2-TZVPD

```
13
Properties=species:S:1:pos:R:3:forces:R:3
C -0.818 1.874 0.089 0.19 0.29 -0.65
C -0.203 0.710 0.105 -1.23 -0.80 0.89
C -0.405 -0.612 -0.206 0.30 1.40 0.19
N -1.510 -1.367 -0.017 0.10 -0.10 0.01
O 0.699 -1.276 -0.549 1.08 0.77 -0.15
C 1.878 -0.341 -0.347 0.50 -2.24 -0.46
O 2.569 -0.129 -1.284 -0.68 0.43 0.46
O 2.266 -0.288 0.931 -0.20 0.19 -0.29
H -1.587 2.125 -0.640 -0.04 0.04 -0.09
H -0.487 2.702 0.706 -0.07 -0.03 0.16
H -1.487 -2.324 -0.334 0.01 0.08 0.20
H -2.399 -0.901 0.049 0.12 -0.06 -0.12
H 1.485 -0.173 1.496 -0.06 0.01 -0.16
```
Forces are in eV/Å.

Results
Structure (SMILES): C=C=C(N)OC(=O)O
Total energy in a.u.: -435.8100
Charge: 0
HOMO in eV: -8.29
Multiplicity: 1
Gap between HOMO and LUMO in eV: 8.44

=====

Record 8
C4H5NO4S2 | ωB97M-V/def2-TZVPD

```
16
Properties=species:S:1:pos:R:3:forces:R:3
O 1.012 -2.273 -0.001 -0.33 -0.12 -0.05
C 1.811 -1.200 0.043 0.98 0.13 0.18
C 3.142 -1.238 0.329 -0.33 0.09 -0.13
S 3.801 0.359 0.302 -0.82 0.04 -0.14
C 2.216 0.965 -0.082 0.47 -0.07 0.11
S 1.870 2.658 -0.249 0.40 0.42 -0.06
N 1.310 0.045 -0.202 -0.70 -0.22 0.16
H 0.092 -1.995 -0.129 0.17 -0.10 0.01
H 3.734 -2.096 0.559 0.20 -0.23 0.02
H 0.542 2.513 -0.218 -0.28 -0.13 0.03
O -1.737 1.971 0.259 0.02 0.62 0.10
C -2.170 0.847 0.239 0.70 0.32 -0.37
O -1.411 -0.225 0.115 -0.04 -0.61 0.03
O -3.458 0.535 0.293 -0.41 -0.50 0.08
H -0.444 0.026 0.002 -0.41 0.37 0.01
H -3.989 1.343 0.344 0.36 -0.01 0.02
```
Forces are in eV/Å.

Results
Structure (SMILES): Oc1csc(S)n1.O=C(O)O
Total energy in a.u.: -1307.5590
Charge: 0
HOMO in eV: -8.51
Multiplicity: 1
Gap between HOMO and LUMO in eV: 9.06

=====

Record 9
C4H5NO5 | ωB97M-V/def2-TZVPD

```
15
Properties=species:S:1:pos:R:3:forces:R:3
O 1.789 -0.535 1.442 0.31 1.29 -3.17
C 2.030 -0.071 0.278 -7.92 -5.50 4.85
O 3.068 0.469 0.018 6.00 3.79 -2.82
C 1.109 -0.294 -0.876 -1.26 -4.61 2.77
N -0.307 -0.745 -0.421 6.02 -3.00 0.10
C -1.093 0.212 -0.025 -1.48 5.03 1.41
O -0.866 1.451 0.060 0.16 -2.61 -0.82
C -2.518 -0.186 0.257 -0.95 -4.17 -0.62
O -2.885 -1.382 0.198 1.09 3.32 0.50
O -3.360 0.778 0.437 -0.32 4.67 0.14
H 3.471 0.496 0.867 1.76 0.40 1.55
H 1.625 -1.039 -1.516 -0.80 0.11 0.29
H 0.990 0.529 -1.381 -0.53 4.66 -2.93
H -0.063 -1.509 0.306 -1.59 1.23 -1.53
H -2.991 1.826 0.357 -0.49 -4.61 0.28
```
Forces are in eV/Å.

Results
Structure (SMILES): O=C(O)CNC(=O)C(=O)O
Total energy in a.u.: -586.3474
Charge: 0
HOMO in eV: -10.18
Multiplicity: 1
Gap between HOMO and LUMO in eV: 10.26